[1]
{
  "formula": "C22H22BrN6O10STl",
  "method": "the ωB97M-V functional and the def2-TZVPD basis",
  "species": ["Tl", "C", "C", "N", "O", "C", "C", "N", "O", "H", "H", "H", "H", "H", "H", "H", "Br", "C", "C", "C", "C", "C", "C", "C", "O", "O", "H", "H", "H", "H", "O", "C", "O", "C", "C", "C", "C", "C", "C", "N", "O", "O", "N", "O", "O", "H", "H", "H", "C", "N", "C", "C", "N", "C", "S", "H", "H", "H", "H", "H", "H", "H", "H"],
  "coordinates": [[0.88831, -0.43052, 0.45585], [-0.20468, -3.31334, 4.41300], [0.20400, -2.69008, 3.10663], [-0.14907, -1.50865, 2.76424], [-0.88600, -0.82471, 3.72126], [1.07829, -3.47004, 2.22041], [1.27163, -4.94213, 2.43074], [1.71404, -2.82829, 1.27893], [2.54241, -3.46364, 0.52773], [-0.66083, -2.57712, 5.06676], [0.66270, -3.75953, 4.90257], [-0.91948, -4.12050, 4.23263], [-0.87039, 0.10963, 3.36643], [0.32110, -5.45977, 2.58668], [1.91308, -5.17170, 3.28956], [1.75858, -5.33614, 1.53958], [5.14868, -4.64813, -5.16832], [3.59378, -3.77996, -4.46564], [2.71632, -3.17129, -5.34719], [1.58909, -2.54967, -4.83068], [1.34737, -2.53155, -3.46148], [2.24857, -3.14457, -2.59891], [3.38014, -3.77739, -3.10014], [0.09567, -1.84324, -2.92268], [-0.72127, -1.42985, -3.77725], [-0.00299, -1.72967, -1.67704], [2.91326, -3.18233, -6.41096], [0.87131, -2.06720, -5.48124], [2.08333, -3.13215, -1.52639], [4.07902, -4.25349, -2.42572], [-1.04969, 3.19095, 3.92276], [-0.58250, 2.71934, 2.88093], [-0.46059, 1.51833, 2.52706], [-0.09492, 3.72840, 1.83889], [1.01281, 3.46637, 1.04525], [1.42241, 4.41231, 0.12410], [0.73730, 5.58874, -0.10232], [-0.37795, 5.80294, 0.68399], [-0.78798, 4.91726, 1.66620], [-1.14326, 7.04468, 0.47572], [-2.16661, 7.19871, 1.11521], [-0.72750, 7.84115, -0.34767], [2.64558, 4.16324, -0.66254], [3.05393, 5.06809, -1.37243], [3.17135, 3.07479, -0.56627], [1.54308, 2.53023, 1.14048], [1.05673, 6.29699, -0.84786], [-1.63776, 5.13923, 2.29454], [-2.99525, 2.01286, 0.74246], [-2.81136, 0.94406, -0.20066], [-3.64170, -0.24198, -0.15108], [-3.13494, -1.04403, -1.35339], [-2.44560, -0.03113, -2.14103], [-2.12997, 1.03090, -1.36946], [-1.02505, 2.23164, -1.75730], [-4.00985, 2.42464, 0.66341], [-2.27184, 2.79142, 0.51385], [-2.82016, 1.66105, 1.75940], [-4.70403, 0.02547, -0.24398], [-3.50382, -0.76386, 0.79851], [-3.95042, -1.49604, -1.91926], [-2.42740, -1.82367, -1.06190], [-1.74901, -0.39604, -2.80501]],
  "nbo_charge": [0.82, -0.68, 0.21, -0.23, -0.62, -0.01, -0.67, -0.12, -0.63, 0.24, 0.21, 0.21, 0.52, 0.19, 0.19, 0.25, -0.02, -0.06, -0.28, -0.16, -0.16, -0.11, -0.28, 0.78, -0.75, -0.81, 0.21, 0.23, 0.27, 0.23, -0.72, 0.75, -0.79, -0.03, -0.15, 0.02, -0.17, 0.00, -0.16, 0.54, -0.39, -0.40, 0.54, -0.41, -0.35, 0.26, 0.27, 0.26, -0.41, -0.42, -0.21, -0.23, -0.62, 0.33, -0.34, 0.17, 0.24, 0.22, 0.16, 0.21, 0.18, 0.22, 0.46],
  "molar_mass_g_mol": 846.804,
  "fmax_ev_per_a": 0.43,
  "charge": -2,
  "orbital_gap_ev": 5.680,
  "de_lowest_kj_mol": 0.0
}

---

[2]
{
  "formula": "C22H22ClN3O3S",
  "method": "the ωB97M-V functional and the def2-TZVPD basis",
  "species": ["C", "N", "C", "C", "C", "C", "C", "C", "C", "S", "O", "O", "C", "C", "C", "C", "Cl", "C", "C", "O", "N", "C", "C", "C", "C", "C", "C", "C", "N", "C", "H", "H", "H", "H", "H", "H", "H", "H", "H", "H", "H", "H", "H", "H", "H", "H", "H", "H", "H", "H", "H", "H"],
  "coordinates": [[1.62796, -1.61394, 0.71285], [2.42149, -0.62760, 0.02457], [2.87797, -0.99251, -1.29965], [3.94012, -2.05679, -1.21467], [3.78520, -3.28521, -1.83946], [4.77279, -4.25119, -1.73775], [5.91749, -3.99810, -1.00294], [6.07433, -2.77487, -0.37050], [5.09153, -1.80847, -0.47694], [1.93019, 0.94893, 0.19024], [2.93449, 1.77954, -0.40426], [1.58625, 1.15904, 1.56436], [0.43955, 1.07264, -0.80666], [0.50560, 1.58939, -2.08728], [-0.63819, 1.62693, -2.86473], [-1.84189, 1.16495, -2.34594], [-3.23576, 1.20345, -3.36246], [-1.91621, 0.65411, -1.05179], [-3.15720, 0.15584, -0.36855], [-3.13760, -0.85887, 0.29843], [-4.25326, 0.92981, -0.53075], [-5.36125, 0.81686, 0.38861], [-5.29685, 1.93790, 1.44354], [-3.90135, 2.00737, 1.99786], [-3.50524, 1.26252, 3.10163], [-2.17523, 1.30089, 3.48688], [-1.28741, 2.08542, 2.76664], [-1.78520, 2.80252, 1.69012], [-3.05060, 2.76302, 1.30969], [-0.74826, 0.59603, -0.29652], [0.73206, -1.89421, 0.14487], [1.33659, -1.18622, 1.66847], [2.23405, -2.50395, 0.88394], [2.03930, -1.33373, -1.92616], [3.29977, -0.08202, -1.73163], [2.89052, -3.48770, -2.41140], [4.64505, -5.20365, -2.23081], [6.68605, -4.75240, -0.92193], [6.96637, -2.57522, 0.20450], [5.19910, -0.85211, 0.01218], [1.44812, 1.96392, -2.45363], [-0.60725, 2.01622, -3.87032], [-4.13144, 1.83899, -0.95291], [-5.27417, -0.16164, 0.86607], [-6.30243, 0.86922, -0.16489], [-5.53274, 2.89165, 0.96908], [-6.02298, 1.73644, 2.23036], [-4.22182, 0.65682, 3.63514], [-1.83463, 0.72050, 4.33192], [-0.23704, 2.12097, 3.00560], [-1.13793, 3.43211, 1.09280], [-0.78798, 0.19636, 0.70416]],
  "nbo_charge": [-0.43, -0.66, -0.28, 0.05, -0.24, -0.21, -0.21, -0.20, -0.23, 2.34, -0.94, -0.94, -0.35, -0.16, -0.23, -0.02, 0.03, -0.08, 0.66, -0.61, -0.60, -0.22, -0.44, 0.21, -0.25, -0.16, -0.27, 0.04, -0.46, -0.17, 0.19, 0.24, 0.22, 0.19, 0.24, 0.21, 0.21, 0.21, 0.22, 0.22, 0.25, 0.24, 0.41, 0.23, 0.20, 0.22, 0.22, 0.22, 0.22, 0.24, 0.20, 0.26],
  "molar_mass_g_mol": 443.956,
  "fmax_ev_per_a": 1.08,
  "charge": 0,
  "orbital_gap_ev": 9.602,
  "de_lowest_kj_mol": 67.9
}

---

[3]
{
  "formula": "C22H22FN5O3",
  "method": "the ωB97M-V functional and the def2-TZVPD basis",
  "species": ["C", "C", "C", "O", "N", "C", "C", "C", "C", "C", "N", "C", "N", "C", "N", "C", "C", "C", "C", "O", "C", "C", "O", "C", "C", "C", "N", "C", "C", "F", "C", "H", "H", "H", "H", "H", "H", "H", "H", "H", "H", "H", "H", "H", "H", "H", "H", "H", "H", "H", "H", "H", "H"],
  "coordinates": [[-1.95344, 1.29382, -2.33950], [-3.09941, 1.65465, -1.78300], [-3.43018, 1.67441, -0.33254], [-4.33181, 2.37182, 0.08742], [-2.66172, 0.85357, 0.44067], [-2.74748, 0.61089, 1.81210], [-3.62498, 1.29161, 2.65117], [-3.65954, 0.97235, 3.99702], [-2.82795, 0.00309, 4.52284], [-1.93445, -0.66786, 3.68813], [-1.11975, -1.64771, 4.25147], [0.01761, -2.20668, 3.77220], [0.57689, -1.78329, 2.64361], [1.69819, -2.37946, 2.23853], [2.30578, -1.97708, 1.09641], [2.05386, -0.88881, 0.26677], [2.67006, -0.85812, -0.98185], [2.47865, 0.19878, -1.85293], [1.65907, 1.25907, -1.48364], [1.38529, 2.35472, -2.25687], [2.02752, 2.50593, -3.49889], [1.51012, 1.55077, -4.58814], [2.56993, 0.72212, -5.01015], [2.19787, -0.17801, -6.02179], [1.04905, 1.23759, -0.22839], [1.24505, 0.18365, 0.63894], [2.30802, -3.40265, 2.84777], [1.77015, -3.82821, 3.98120], [0.63394, -3.25212, 4.49300], [0.08312, -3.67323, 5.66372], [-1.90970, -0.37289, 2.33310], [-1.81361, 1.36182, -3.40596], [-1.09820, 0.94995, -1.78024], [-3.90515, 2.04332, -2.39107], [-1.95142, 0.31274, -0.03275], [-4.27356, 2.04980, 2.24832], [-4.34684, 1.49290, 4.64639], [-2.86373, -0.23625, 5.57576], [-1.38642, -1.95122, 5.17915], [3.08475, -2.56782, 0.83818], [3.31295, -1.67468, -1.27821], [2.96751, 0.18220, -2.81343], [3.11106, 2.36493, -3.40715], [1.82937, 3.54290, -3.77725], [0.68897, 0.94071, -4.18119], [1.11917, 2.11702, -5.44589], [1.40950, -0.85886, -5.67736], [1.84089, 0.35294, -6.91248], [3.08868, -0.74980, -6.27236], [0.43204, 2.07564, 0.05777], [0.78689, 0.19002, 1.61247], [2.26628, -4.64733, 4.48209], [-1.23887, -0.91365, 1.68681]],
  "nbo_charge": [-0.34, -0.28, 0.63, -0.59, -0.62, 0.26, -0.28, -0.18, -0.26, 0.17, -0.56, 0.39, -0.56, 0.58, -0.57, 0.13, -0.21, -0.32, 0.34, -0.51, -0.09, -0.10, -0.54, -0.25, -0.27, -0.24, -0.52, 0.03, 0.22, -0.33, -0.32, 0.20, 0.19, 0.22, 0.40, 0.26, 0.22, 0.21, 0.41, 0.41, 0.21, 0.24, 0.19, 0.20, 0.18, 0.17, 0.17, 0.17, 0.20, 0.23, 0.25, 0.21, 0.24],
  "molar_mass_g_mol": 423.448,
  "fmax_ev_per_a": 0.85,
  "charge": 0,
  "orbital_gap_ev": 8.184,
  "de_lowest_kj_mol": 178.9
}

---

[4]
{
  "formula": "C22H22MnN3O2SSi",
  "method": "the ωB97M-V functional and the def2-TZVPD basis",
  "species": ["Mn", "O", "C", "C", "C", "C", "C", "C", "C", "N", "N", "C", "O", "C", "C", "C", "C", "C", "C", "H", "H", "H", "H", "H", "H", "H", "H", "H", "H", "C", "Si", "C", "C", "C", "C", "C", "C", "N", "C", "S", "H", "H", "H", "H", "H", "H", "H", "H", "H", "H", "H", "H"],
  "coordinates": [[-1.28417, 0.57076, 0.55990], [-1.46113, 2.38881, 0.25953], [-1.49382, 3.16028, 1.37037], [-1.20936, 4.52005, 1.30637], [-1.31174, 5.29773, 2.44678], [-1.70407, 4.74882, 3.66562], [-1.99653, 3.39924, 3.73457], [-1.87632, 2.60209, 2.60016], [-2.14599, 1.14287, 2.73929], [-1.20356, 0.28408, 2.53428], [-1.38515, -1.05885, 2.86169], [-1.53033, -1.79762, 1.80292], [-1.70098, -1.29550, 0.59806], [-1.55855, -3.27125, 1.95864], [-1.39025, -3.85523, 3.21141], [-1.40400, -5.23398, 3.33641], [-1.58320, -6.03358, 2.21241], [-1.74843, -5.45171, 0.96423], [-1.73643, -4.06907, 0.83636], [-0.92128, 4.94513, 0.35416], [-1.08994, 6.35609, 2.38703], [-1.77971, 5.36728, 4.54937], [-2.30379, 2.95442, 4.67417], [-3.07271, 0.81311, 3.21370], [-1.24778, -3.22076, 4.07570], [-1.27255, -5.68782, 4.31031], [-1.59106, -7.11178, 2.31206], [-1.88482, -6.07281, 0.08823], [-1.85965, -3.59778, -0.12886], [3.53062, -1.13737, -3.77595], [3.15130, 0.38880, -2.77938], [3.54465, 1.91948, -3.76198], [4.19208, 0.37558, -1.24748], [1.27178, 0.39799, -2.54111], [0.53160, 0.41336, -3.71097], [-0.86841, 0.43395, -3.72481], [-1.50756, 0.44157, -2.51623], [-0.81672, 0.41420, -1.37078], [0.53950, 0.39703, -1.32981], [1.15720, 0.37040, 0.28885], [4.59684, -1.20180, -4.01003], [2.97677, -1.16959, -4.71714], [3.25921, -2.02410, -3.19637], [4.61132, 1.96996, -3.99790], [3.28756, 2.80499, -3.17429], [2.98959, 1.96722, -4.70171], [5.23964, 0.36957, -1.56716], [4.00954, -0.50711, -0.63265], [4.02105, 1.25504, -0.62488], [1.04924, 0.41269, -4.66648], [-1.43324, 0.44841, -4.64571], [-2.58626, 0.46674, -2.43089]],
  "nbo_charge": [1.45, -0.73, 0.33, -0.26, -0.17, -0.25, -0.17, -0.15, 0.08, -0.29, -0.38, 0.54, -0.75, -0.05, -0.19, -0.22, -0.20, -0.22, -0.19, 0.23, 0.22, 0.22, 0.21, 0.21, 0.24, 0.21, 0.21, 0.21, 0.23, -1.11, 1.65, -1.12, -1.12, -0.51, -0.10, -0.30, 0.09, -0.55, 0.12, -0.25, 0.24, 0.23, 0.24, 0.24, 0.24, 0.23, 0.23, 0.25, 0.25, 0.21, 0.23, 0.21],
  "molar_mass_g_mol": 475.528,
  "fmax_ev_per_a": 2.02,
  "multiplicity": 5,
  "charge": 0,
  "orbital_gap_ev": [7.045, 6.900],
  "s_squared": 6.0559
}

---

[5]
{
  "formula": "C22H22N2O2",
  "method": "the ωB97M-V functional and the def2-TZVPD basis",
  "species": ["C", "O", "C", "C", "C", "C", "C", "C", "N", "C", "C", "O", "C", "N", "C", "C", "C", "C", "C", "C", "C", "C", "C", "C", "C", "C", "H", "H", "H", "H", "H", "H", "H", "H", "H", "H", "H", "H", "H", "H", "H", "H", "H", "H", "H", "H", "H", "H"],
  "coordinates": [[-0.04489, -2.06436, 2.33632], [-0.24935, -0.75565, 1.87359], [-1.48910, -0.43394, 1.36976], [-2.55995, -1.29941, 1.28482], [-3.77285, -0.86590, 0.76289], [-3.91484, 0.43882, 0.34344], [-2.84682, 1.31792, 0.42663], [-1.61758, 0.89758, 0.91739], [-0.52996, 1.73283, 1.04480], [-0.35973, 2.92324, 0.25360], [1.09709, 3.09641, -0.20615], [2.00152, 2.89051, 0.85417], [1.49553, 2.15126, -1.36015], [1.28413, 0.75595, -1.10926], [2.18066, -0.08601, -0.48797], [3.40276, 0.20354, 0.10088], [4.11865, -0.84370, 0.64810], [3.63886, -2.15124, 0.61392], [2.42017, -2.44413, 0.03582], [1.67934, -1.40766, -0.51679], [0.40636, -1.34450, -1.17519], [-0.56148, -2.29405, -1.47232], [-1.71144, -1.88965, -2.11903], [-1.89426, -0.55878, -2.48241], [-0.94427, 0.40322, -2.20006], [0.20556, 0.01056, -1.53032], [-0.21199, -2.79960, 1.54370], [-0.69373, -2.29324, 3.18892], [0.99728, -2.10602, 2.64990], [-2.46775, -2.32152, 1.61622], [-4.59937, -1.55673, 0.69749], [-4.85910, 0.78518, -0.04960], [-2.97736, 2.34124, 0.11013], [0.32633, 1.25172, 1.28462], [-1.00859, 2.90399, -0.62754], [-0.64010, 3.80538, 0.85323], [1.20828, 4.12589, -0.59338], [1.67621, 3.34294, 1.64019], [2.56051, 2.31230, -1.55517], [0.93226, 2.43826, -2.25162], [3.77436, 1.21440, 0.15201], [5.07263, -0.64452, 1.11440], [4.23074, -2.94304, 1.04981], [2.04899, -3.45824, 0.01018], [-0.41365, -3.32935, -1.20101], [-2.48125, -2.61049, -2.35017], [-2.80110, -0.27060, -2.99280], [-1.10771, 1.42918, -2.49597]],
  "nbo_charge": [-0.25, -0.53, 0.33, -0.29, -0.24, -0.22, -0.27, 0.12, -0.62, -0.24, 0.10, -0.72, -0.22, -0.38, 0.16, -0.24, -0.20, -0.25, -0.21, -0.02, -0.04, -0.20, -0.24, -0.18, -0.26, 0.16, 0.17, 0.18, 0.21, 0.22, 0.21, 0.21, 0.21, 0.42, 0.20, 0.18, 0.17, 0.48, 0.22, 0.21, 0.23, 0.21, 0.21, 0.21, 0.21, 0.21, 0.21, 0.21],
  "molar_mass_g_mol": 346.430,
  "fmax_ev_per_a": 0.76,
  "charge": 0,
  "orbital_gap_ev": 7.850,
  "de_lowest_kj_mol": 79.4
}

---

[6]
{
  "formula": "C22H22N3OTa",
  "method": "the ωB97M-V functional and the def2-TZVPD basis",
  "species": ["Ta", "O", "C", "N", "C", "C", "C", "C", "C", "C", "N", "C", "C", "C", "C", "C", "N", "H", "H", "H", "H", "H", "H", "H", "H", "H", "H", "C", "C", "C", "C", "C", "C", "C", "C", "C", "C", "H", "H", "H", "H", "H", "H", "H", "H", "H", "H", "H", "H"],
  "coordinates": [[0.34476, -0.02457, 0.38649], [2.20352, -1.11237, 3.85577], [1.89291, -0.58326, 2.83113], [0.69087, -0.79832, 2.14327], [-0.36139, -1.57948, 2.81316], [-1.68748, -0.98969, 2.44183], [-2.81674, -1.15284, 3.21835], [-3.98772, -0.51598, 2.84488], [-3.99993, 0.28550, 1.71171], [-2.84946, 0.38655, 0.96548], [-1.71281, -0.25706, 1.30421], [2.69972, 0.49968, 2.17404], [3.90535, 0.91694, 2.68825], [4.57100, 1.95383, 2.04887], [4.01309, 2.52128, 0.91152], [2.81414, 2.03203, 0.43345], [2.15490, 1.04817, 1.06427], [-0.20486, -1.54166, 3.89091], [-0.30777, -2.63000, 2.51723], [-2.76949, -1.75263, 4.11731], [-4.87952, -0.62336, 3.44861], [-4.88684, 0.82573, 1.41348], [-2.80871, 0.99653, 0.07856], [4.29223, 0.43354, 3.57494], [5.51702, 2.31346, 2.43106], [4.50689, 3.32703, 0.38750], [2.36733, 2.42536, -0.47030], [0.70942, -2.09147, -3.06770], [0.79163, -0.75374, -2.32133], [1.73300, 0.17388, -3.11226], [1.39084, -0.89429, -0.94142], [-0.61265, -0.13048, -2.13004], [-1.71749, -0.97862, -1.91322], [-3.01501, -0.52408, -2.08240], [-3.24832, 0.80292, -2.42677], [-2.18402, 1.68682, -2.53183], [-0.87846, 1.22747, -2.38700], [1.71633, -2.47214, -3.23884], [0.22764, -1.94598, -4.03611], [0.16205, -2.85399, -2.51700], [2.71248, -0.29585, -3.19689], [1.87329, 1.14236, -2.63057], [1.35121, 0.33874, -4.12110], [2.36779, -1.37807, -0.90472], [-1.55427, -2.02906, -1.71208], [-3.84295, -1.21324, -1.97832], [-4.25806, 1.14849, -2.60734], [-2.36181, 2.72393, -2.78459], [-0.06366, 1.91196, -2.58446]],
  "nbo_charge": [2.12, -0.47, 0.66, -0.75, -0.28, 0.25, -0.22, -0.07, -0.24, 0.08, -0.63, 0.12, -0.17, -0.09, -0.21, 0.07, -0.55, 0.27, 0.25, 0.26, 0.26, 0.26, 0.23, 0.28, 0.26, 0.26, 0.22, -0.60, -0.09, -0.60, -0.65, -0.16, -0.19, -0.19, -0.17, -0.21, -0.16, 0.24, 0.24, 0.22, 0.24, 0.19, 0.24, 0.26, 0.24, 0.25, 0.25, 0.25, 0.23],
  "molar_mass_g_mol": 525.386,
  "fmax_ev_per_a": 1.04,
  "charge": 2,
  "orbital_gap_ev": 7.116,
  "de_lowest_kj_mol": 0.0
}